Formula: C3H8OS2
Source: the Open Molecules 2025 dataset
Level of theory: wB97M-V/def2-TZVPD

* gap between HOMO and LUMO: 9.63 eV
* SMILES: C=CO.CSS
* HOMO level: -9.0 eV
* strongest force on any atom: 0.0365 hartree/bohr
* ΔE to the lowest compared entry with this formula, charge and spin: 120.27 kJ/mol

```
14
C3H8OS2 | the Open Molecules 2025 dataset | wB97M-V/def2-TZVPD
C -1.08 3.68 -1.69
C -0.34 2.84 -0.98
O -0.82 1.90 -0.12
H -0.52 4.18 -2.49
H -2.16 3.72 -1.76
H 0.69 2.66 -1.26
H -1.72 1.62 -0.27
C 1.48 -1.84 -0.88
S 0.04 -2.29 0.21
S 0.26 -0.82 1.70
H 2.33 -1.58 -0.24
H 1.67 -2.83 -1.29
H 1.20 -1.04 -1.53
H -0.40 0.18 1.04
```

Formula: C3H8OS2
Source: the Open Molecules 2025 dataset
Level of theory: wB97M-V/def2-TZVPD

* gap between HOMO and LUMO: 8.08 eV
* SMILES: CSC=[S@@H](C)=O
* HOMO level: -8.2 eV
* strongest force on any atom: 0.0796 hartree/bohr
* ΔE to the lowest compared entry with this formula, charge and spin: 503.49 kJ/mol

```
14
C3H8OS2 | the Open Molecules 2025 dataset | wB97M-V/def2-TZVPD
C 2.10 -1.76 0.16
S 2.22 -0.09 -0.59
C 0.50 0.37 -0.69
S -0.56 0.89 0.63
C -2.07 0.93 -0.43
O -0.64 -0.20 1.63
H 1.35 -1.77 0.94
H 3.00 -2.01 0.89
H 2.10 -2.59 -0.58
H 0.26 1.49 -1.36
H -1.19 2.03 1.36
H -2.94 1.28 0.17
H -1.98 1.57 -1.34
H -2.15 -0.13 -0.78
```

Formula: C3H8OS2
Source: the Open Molecules 2025 dataset
Level of theory: wB97M-V/def2-TZVPD

* gap between HOMO and LUMO: 8.63 eV
* SMILES: C=CO.CSS
* HOMO level: -8.1 eV
* strongest force on any atom: 0.0922 hartree/bohr
* ΔE to the lowest compared entry with this formula, charge and spin: 204.92 kJ/mol

```
14
C3H8OS2 | the Open Molecules 2025 dataset | wB97M-V/def2-TZVPD
C -1.36 0.08 -1.68
C -2.25 -0.14 -0.63
O -2.20 0.68 0.47
H -1.55 -0.56 -2.61
H -0.43 0.75 -1.56
H -2.79 -1.07 -0.60
H -1.57 1.42 0.23
C 1.43 -0.97 0.77
S 1.84 0.41 -0.35
S 2.38 1.92 0.91
H 2.30 -1.69 0.68
H 0.54 -1.56 0.58
H 1.43 -0.55 1.71
H 2.22 1.28 2.10
```

Formula: C3H8OS2
Source: the Open Molecules 2025 dataset
Level of theory: wB97M-V/def2-TZVPD

* gap between HOMO and LUMO: 8.67 eV
* SMILES: C=CO.CSS
* HOMO level: -8.3 eV
* strongest force on any atom: 0.0269 hartree/bohr
* ΔE to the lowest compared entry with this formula, charge and spin: 145.02 kJ/mol

```
14
C3H8OS2 | the Open Molecules 2025 dataset | wB97M-V/def2-TZVPD
C -1.30 1.68 0.86
C -1.82 1.04 1.91
O -1.10 0.12 2.62
H -1.91 2.33 0.25
H -0.27 1.47 0.52
H -2.79 1.22 2.38
H -0.58 -0.39 2.00
C -0.58 -1.54 -0.30
S 0.21 -0.54 -1.60
S 2.07 0.10 -0.95
H -1.54 -1.14 0.02
H 0.11 -1.57 0.55
H -0.62 -2.55 -0.70
H 2.05 -0.65 0.20
```

Formula: C3H8OS2
Source: the Open Molecules 2025 dataset
Level of theory: wB97M-V/def2-TZVPD

* gap between HOMO and LUMO: 9.01 eV
* SMILES: C=CO.CSS
* HOMO level: -8.5 eV
* strongest force on any atom: 0.0343 hartree/bohr
* ΔE to the lowest compared entry with this formula, charge and spin: 116.52 kJ/mol

```
14
C3H8OS2 | the Open Molecules 2025 dataset | wB97M-V/def2-TZVPD
C -1.93 0.75 -0.32
C -1.49 0.85 0.92
O -0.25 1.31 1.27
H -2.83 0.22 -0.60
H -1.32 1.21 -1.08
H -2.04 0.60 1.82
H 0.12 1.72 0.48
C 1.60 -1.52 0.50
S 0.40 -1.28 -0.89
S 1.61 -0.19 -2.18
H 2.17 -2.40 0.24
H 0.96 -1.70 1.37
H 2.07 -0.55 0.64
H 0.93 0.97 -2.17
```

Formula: C3H8OSi
Source: the Open Molecules 2025 dataset
Level of theory: wB97M-V/def2-TZVPD

* gap between HOMO and LUMO (alpha / beta): 8.81 / 8.82 eV
* HOMO level (alpha / beta): -9.4 / -9.4 eV
* strongest force on any atom: 0.1119 hartree/bohr
* ΔE to the lowest compared entry with this formula, charge and spin: 407.17 kJ/mol

```
13
C3H8OSi | the Open Molecules 2025 dataset | wB97M-V/def2-TZVPD
C 0.66 -0.47 0.65
C -0.56 -0.91 0.62
C 1.61 -0.66 1.77
O -1.73 0.16 -0.75
Si -1.38 1.07 -1.96
H 0.82 0.34 -0.06
H -1.22 -1.76 0.85
H 1.70 0.32 2.36
H 1.28 -1.41 2.51
H 2.45 -1.07 1.23
H -2.63 1.30 -2.62
H -0.78 2.53 -1.77
H -0.23 0.55 -2.82
```